[1]
{
  "formula": "H12O8V",
  "method": "ωB97M-V/def2-TZVPD",
  "total_charge": 1,
  "homo_ev": -13.1,
  "multiplicity": 1,
  "elements": ["O", "V", "O", "O", "H", "H", "O", "H", "H", "O", "H", "H", "O", "H", "H", "O", "H", "H", "O", "H", "H"],
  "positions_angstrom": [[23.896, 8.175, -8.155], [24.105, 9.736, -8.127], [22.789, 10.281, -7.404], [26.094, 9.597, -9.172], [26.308, 9.292, -10.064], [26.919, 9.523, -8.670], [24.691, 12.197, -8.180], [23.894, 12.722, -8.348], [25.385, 12.845, -7.995], [25.525, 5.896, -6.328], [25.759, 6.274, -7.183], [26.347, 5.893, -5.822], [23.620, 10.311, -10.152], [23.282, 9.849, -10.933], [23.862, 11.201, -10.449], [22.422, 5.318, -7.879], [22.150, 4.694, -8.562], [23.143, 5.822, -8.269], [25.234, 9.660, -6.292], [25.254, 9.029, -5.555], [25.465, 10.522, -5.912]],
  "lowdin_charge": [-0.256, 0.892, -0.272, -0.058, 0.102, 0.099, -0.053, 0.086, 0.090, -0.049, 0.018, 0.040, -0.033, 0.123, 0.100, -0.057, 0.038, -0.008, -0.031, 0.121, 0.106]
}


[2]
{
  "formula": "C3H5N3OS",
  "method": "ωB97M-V/def2-TZVPD",
  "smiles": "CSn1cnc(=O)[nH]1",
  "total_charge": 0,
  "homo_ev": -9.5,
  "multiplicity": 1,
  "elements": ["C", "S", "N", "C", "N", "C", "O", "N", "H", "H", "H", "H", "H"],
  "positions_angstrom": [[1.827, 0.714, 1.510], [0.852, 1.764, 0.416], [-0.122, 0.602, -0.384], [0.413, -0.293, -1.283], [-0.175, -1.437, -1.319], [-1.175, -1.383, -0.318], [-2.032, -2.189, -0.082], [-1.024, -0.151, 0.362], [2.565, 0.137, 0.942], [1.164, 0.054, 2.087], [2.363, 1.416, 2.187], [1.275, 0.021, -1.888], [-1.879, 0.335, 0.614]],
  "nbo_charge": [-0.784, 0.430, -0.401, 0.270, -0.506, 0.718, -0.573, -0.487, 0.223, 0.241, 0.243, 0.216, 0.409]
}


[3]
{
  "formula": "C3H8N2OS",
  "method": "ωB97M-V/def2-TZVPD",
  "total_charge": 0,
  "homo_ev": -8.5,
  "multiplicity": 1,
  "elements": ["C", "C", "C", "N", "N", "O", "S", "H", "H", "H", "H", "H", "H", "H", "H"],
  "positions_angstrom": [[0.859, -0.946, 1.188], [-0.646, -0.997, 0.883], [0.831, 0.160, 0.241], [-0.523, 0.451, 0.664], [1.820, 0.699, -2.396], [-0.402, -0.395, -2.083], [0.933, -0.589, -1.576], [1.144, -0.670, 2.195], [1.298, -1.890, 0.936], [-0.800, -1.606, 0.030], [-1.272, -1.129, 1.704], [1.661, 0.967, 0.313], [-1.122, 0.973, -0.019], [2.547, 1.066, -1.824], [2.069, 0.444, -3.387]],
  "nbo_charge": [-0.438, -0.215, -0.194, -0.597, -1.056, -0.973, 1.307, 0.223, 0.205, 0.194, 0.196, 0.191, 0.385, 0.376, 0.398]
}


[4]
{
  "formula": "C29H48N5ReSbSi3",
  "method": "ωB97M-V/def2-TZVPD",
  "total_charge": 4,
  "homo_ev": [-17.9, -18.3],
  "multiplicity": 4,
  "elements": ["Re", "C", "C", "N", "C", "C", "C", "C", "C", "C", "C", "N", "C", "C", "C", "C", "C", "C", "C", "C", "N", "C", "H", "H", "H", "H", "H", "H", "H", "H", "H", "H", "H", "H", "N", "C", "C", "N", "H", "H", "H", "H", "H", "H", "H", "H", "H", "C", "Si", "C", "C", "Sb", "Si", "C", "C", "C", "Si", "C", "C", "C", "H", "H", "H", "H", "H", "H", "H", "H", "H", "H", "H", "H", "H", "H", "H", "H", "H", "H", "H", "H", "H", "H", "H", "H", "H", "H", "H"],
  "positions_angstrom": [[-0.767, -0.013, -0.442], [-4.157, -0.721, 2.311], [-3.182, -0.068, 1.560], [-2.232, -0.727, 0.895], [-2.206, -2.099, 0.954], [-3.188, -2.831, 1.647], [-4.164, -2.096, 2.355], [-3.150, -4.245, 1.596], [-2.194, -4.868, 0.843], [-1.217, -4.135, 0.139], [-1.190, -2.760, 0.216], [-0.298, -1.882, -0.429], [0.836, -2.252, -1.186], [1.600, -3.389, -1.058], [2.666, -3.627, -1.951], [2.985, -2.737, -2.939], [2.281, -1.512, -3.032], [2.604, -0.482, -3.941], [1.929, 0.716, -3.891], [0.939, 0.901, -2.927], [0.585, -0.058, -2.075], [1.228, -1.271, -2.129], [-4.896, -0.137, 2.842], [-3.163, 1.013, 1.496], [-4.920, -2.623, 2.924], [-3.891, -4.816, 2.139], [-2.174, -5.947, 0.776], [-0.509, -4.681, -0.465], [1.408, -4.112, -0.280], [3.232, -4.543, -1.845], [3.792, -2.941, -3.630], [3.399, -0.635, -4.660], [2.170, 1.525, -4.567], [0.423, 1.850, -2.838], [-3.890, -0.579, -5.838], [-3.742, -1.027, -4.402], [-2.586, -0.320, -3.681], [-2.515, -0.692, -2.255], [-4.662, -1.081, -6.291], [-3.051, -0.761, -6.399], [-4.104, 0.421, -5.916], [-3.603, -2.107, -4.431], [-4.696, -0.813, -3.920], [-2.716, 0.763, -3.741], [-1.631, -0.565, -4.149], [-2.400, -1.700, -2.152], [-3.399, -0.466, -1.803], [-0.755, -0.223, 4.130], [0.974, -0.055, 3.450], [2.066, 0.932, 4.587], [1.700, -1.696, 2.931], [0.878, 1.315, 1.166], [3.398, 1.737, 0.377], [3.337, 2.998, -0.995], [4.080, 0.080, -0.131], [4.250, 2.394, 1.894], [-0.300, 3.695, 1.523], [-0.135, 4.640, -0.075], [-2.085, 3.413, 1.998], [0.706, 4.391, 2.924], [-0.686, -0.777, 5.071], [-1.421, -0.784, 3.475], [-1.207, 0.743, 4.360], [2.126, 0.379, 5.529], [1.660, 1.917, 4.818], [3.083, 1.052, 4.219], [1.699, -2.366, 3.795], [2.733, -1.600, 2.593], [1.117, -2.174, 2.139], [2.693, 2.721, -1.830], [4.352, 3.115, -1.384], [3.022, 3.976, -0.628], [3.533, -0.374, -0.955], [4.100, -0.623, 0.703], [5.112, 0.228, -0.459], [3.729, 3.211, 2.393], [5.214, 2.790, 1.559], [4.463, 1.613, 2.622], [-0.556, 4.109, -0.931], [0.901, 4.892, -0.300], [-0.683, 5.580, 0.024], [-2.704, 3.134, 1.142], [-2.484, 4.358, 2.378], [-2.195, 2.680, 2.799], [1.779, 4.393, 2.732], [0.514, 3.881, 3.868], [0.403, 5.435, 3.053]],
  "lowdin_charge": [1.295, 0.007, -0.097, -0.097, -0.179, -0.125, 0.076, 0.028, -0.006, 0.031, -0.216, -0.110, -0.204, 0.031, -0.001, 0.024, -0.148, 0.067, -0.008, -0.120, -0.099, -0.188, 0.137, 0.093, 0.151, 0.142, 0.136, 0.114, 0.123, 0.136, 0.142, 0.149, 0.134, 0.123, 0.215, -0.116, -0.225, -0.027, 0.192, 0.185, 0.185, 0.145, 0.145, 0.130, 0.121, 0.094, 0.097, -0.189, 0.389, -0.182, -0.196, 0.880, 0.394, -0.190, -0.182, -0.188, 0.382, -0.203, -0.215, -0.190, 0.063, 0.002, 0.040, 0.064, 0.035, 0.022, 0.059, 0.032, 0.009, 0.006, 0.062, 0.033, 0.005, 0.036, 0.064, 0.029, 0.065, 0.033, 0.022, 0.027, 0.059, 0.025, 0.062, 0.023, 0.027, 0.038, 0.065]
}


[5]
{
  "formula": "C6H21NO4",
  "method": "ωB97M-V/def2-TZVPD",
  "smiles": "CCCN(C)CCO.O.O.O",
  "total_charge": 0,
  "homo_ev": -8.3,
  "multiplicity": 1,
  "elements": ["C", "C", "C", "N", "C", "C", "C", "O", "H", "H", "H", "H", "H", "H", "H", "H", "H", "H", "H", "H", "H", "H", "H", "O", "H", "H", "O", "H", "H", "O", "H", "H"],
  "positions_angstrom": [[2.513, 1.754, 0.330], [1.306, 1.028, 0.935], [0.120, 1.199, -0.047], [-1.054, 0.536, 0.502], [-1.647, 1.265, 1.611], [-1.984, -0.015, -0.442], [-1.458, -1.333, -1.044], [-1.702, -2.294, -0.002], [3.389, 1.635, 0.966], [2.703, 1.324, -0.652], [2.219, 2.794, 0.162], [0.922, 1.375, 1.892], [1.630, -0.004, 1.101], [0.513, 0.705, -0.930], [0.016, 2.281, -0.149], [-1.452, 2.329, 1.761], [-1.356, 0.773, 2.554], [-2.717, 1.119, 1.680], [-2.245, 0.714, -1.236], [-2.959, -0.322, -0.063], [-2.012, -1.561, -1.945], [-0.378, -1.233, -1.147], [-1.222, -3.089, -0.255], [2.468, -1.416, -1.263], [2.280, -2.355, -1.362], [3.310, -1.283, -1.724], [-1.062, -2.119, 2.725], [-1.273, -1.699, 1.876], [-0.187, -2.514, 2.636], [0.529, 0.428, -3.072], [1.049, -0.359, -2.861], [-0.261, 0.335, -2.535]],
  "nbo_charge": [-0.609, -0.388, -0.236, -0.475, -0.435, -0.231, -0.093, -0.732, 0.210, 0.202, 0.199, 0.196, 0.201, 0.214, 0.172, 0.190, 0.207, 0.203, 0.161, 0.222, 0.175, 0.168, 0.471, -0.947, 0.474, 0.481, -0.964, 0.496, 0.460, -0.932, 0.476, 0.464]
}


The molar mass results, record by record, are as follows: 191.03; 131.16; 120.18; 858.96; 171.24 g mol⁻¹.
The energy relative to the best compared isomer or geometry (same formula, charge and spin) results, record by record, are as follows: 8.80; 33.20; 83.81; 0.00; 40.90 kcal per mole.